(1)
DFT (wB97M-V/def2-TZVPD) results for a structure of composition C52H45IrN10OS4Se in a non-equilibrium geometry.

The geometry in XYZ format:
```
114
Properties=species:S:1:pos:R:3:forces:R:3
N 0.421 1.546 4.936 -0.081 0.513 0.291
C -1.963 -0.226 5.087 -0.174 -0.062 -0.059
H -1.868 -0.051 2.931 -0.029 -0.014 0.024
H 1.505 -2.791 2.665 0.065 0.018 0.015
H -2.815 1.901 -2.203 -0.026 -0.003 -0.055
S -3.136 -0.340 -0.573 1.009 -0.114 0.118
H -6.606 -2.110 0.811 -0.051 -0.019 -0.033
N -3.747 -0.941 0.839 -0.409 0.036 -0.225
H 1.806 -4.161 -0.834 -0.004 -0.003 -0.071
C -6.242 2.252 -0.437 0.002 -0.004 -0.016
H 1.556 -3.099 -5.393 -0.006 -0.017 0.007
S -1.132 -2.595 1.950 0.701 1.259 -1.003
H -1.111 -3.957 4.516 0.008 0.007 0.058
H 3.054 -4.722 3.001 0.015 -0.023 -0.033
N 1.233 0.181 2.901 0.024 -0.016 -0.300
C -5.422 1.171 -0.148 -0.033 -0.017 0.022
H 1.592 -4.304 -3.232 0.001 -0.004 0.043
C 1.376 -2.577 -4.461 0.006 -0.064 -0.100
Se 1.423 0.152 4.649 0.151 -0.132 -0.022
H -1.575 -2.291 -1.817 -0.056 -0.005 -0.023
H 1.354 -0.939 -6.612 0.009 0.004 -0.002
N 4.589 0.008 0.857 -0.022 -0.018 -0.010
C 1.565 -6.183 2.480 0.048 -0.008 -0.030
N -0.476 -1.568 1.159 0.210 -0.168 0.375
C -2.744 -3.108 -3.443 0.013 0.003 0.044
C -5.167 -1.202 3.402 0.074 0.082 -0.161
C -1.460 -2.035 3.618 -0.028 -0.410 -0.105
H 1.548 -2.622 0.021 -0.001 -0.059 -0.015
Ir 0.249 -0.141 -0.143 0.479 3.043 -2.705
C -0.676 2.600 1.184 0.157 -0.281 -0.338
H -8.232 -3.500 -0.444 0.003 0.002 0.004
C -0.626 -5.339 1.952 -0.028 -0.025 0.041
H 4.408 -0.565 1.661 -0.057 -0.020 -0.005
C -4.205 1.068 -0.803 0.049 -0.352 0.121
H -4.281 -4.479 3.128 -0.004 -0.029 0.057
H -5.421 -4.551 5.333 -0.013 -0.006 -0.012
C -4.707 -3.584 3.565 0.057 -0.067 -0.069
C -4.625 -2.370 2.894 0.046 0.224 -0.057
C -0.829 3.100 3.537 -0.160 0.203 -0.140
H -1.468 -3.103 6.816 0.030 0.013 0.003
C 1.174 -3.814 2.528 0.001 0.001 0.015
C -3.958 -3.049 -4.115 -0.034 -0.019 -0.064
H -4.113 -3.654 -4.999 -0.024 -0.033 0.036
H -3.492 -4.897 -0.116 0.003 -0.062 -0.086
C 0.788 0.877 -3.236 -0.151 0.358 0.501
C -5.905 -2.457 5.314 -0.010 0.001 0.014
C -5.843 3.196 -1.373 -0.039 0.022 -0.004
H -7.483 -5.582 -1.541 -0.007 0.002 0.022
C 1.192 -0.423 -5.674 0.017 0.030 0.026
C -5.447 -5.380 -0.911 -0.014 0.001 -0.016
C 0.448 1.200 2.617 0.241 0.245 0.878
C 1.157 -1.185 -4.480 -0.035 0.030 0.375
H -6.254 -0.359 5.043 0.009 0.006 -0.009
H -2.192 0.818 5.255 -0.042 -0.049 0.012
C 2.030 -4.890 2.696 -0.037 0.050 -0.005
C 1.151 -2.543 -2.070 0.091 -0.100 -0.109
H -7.196 2.352 0.063 0.001 0.015 0.005
H -1.768 4.254 2.015 0.002 -0.010 -0.060
H 0.769 2.675 -4.403 -0.033 -0.001 0.007
H -1.956 -0.707 7.174 -0.051 -0.016 -0.001
C -1.778 -0.698 3.797 -0.104 0.002 -0.078
H 2.243 -7.020 2.588 -0.026 -0.013 0.064
C 1.180 -3.273 -0.769 0.030 0.027 -0.072
C 1.045 0.947 -5.648 -0.010 0.062 -0.071
H -1.159 3.707 4.370 -0.057 -0.027 -0.003
C -3.781 2.011 -1.728 0.027 0.027 -0.001
H 0.171 -3.588 -0.495 0.030 0.014 -0.043
C -7.195 -3.801 -0.385 -0.032 0.074 0.011
C -4.764 -1.395 -2.566 -0.067 -0.082 0.029
H 1.093 1.522 -6.561 -0.010 -0.027 -0.014
C -6.771 -4.974 -0.998 0.039 -0.088 -0.057
C -1.351 -2.915 4.685 -0.072 -0.026 -0.001
H -0.917 2.875 0.164 -0.220 -0.152 0.019
O 2.476 -0.298 0.176 -1.051 -0.385 0.455
C 3.589 0.229 -0.013 0.096 0.174 -0.142
C -4.529 -4.609 -0.216 0.135 0.110 0.017
N -2.514 -3.243 1.344 -0.375 -0.238 0.241
H -5.072 -0.279 2.844 -0.016 0.016 0.064
H -6.494 4.027 -1.608 0.008 0.009 0.012
C -5.348 -3.619 4.790 -0.008 0.022 -0.016
C -4.968 -2.204 -3.676 -0.031 0.022 -0.002
S 0.613 1.742 -1.778 -0.153 -1.545 0.846
C -4.967 -3.435 0.375 0.278 -0.022 -0.115
C -2.524 -2.297 -2.342 0.111 -0.048 0.084
C 0.927 -0.545 -3.243 0.022 -0.040 -0.374
N -1.727 0.052 -0.698 0.567 0.171 0.501
H -4.309 3.821 -2.741 -0.007 0.019 0.009
C -1.837 -1.089 6.169 -0.032 -0.011 0.078
C -0.141 -4.058 2.156 -0.403 -0.023 0.091
C -4.614 3.081 -2.014 0.034 -0.029 0.013
H 5.517 0.372 0.726 -0.004 -0.003 -0.016
C -6.291 -3.019 0.310 0.048 0.157 0.071
S -3.843 -2.422 1.303 0.585 -0.029 -0.073
C -5.814 -1.255 4.626 -0.042 -0.009 0.053
H -0.110 -7.420 1.970 0.003 0.005 -0.039
H -5.710 0.424 0.579 -0.055 0.037 -0.052
C -0.002 1.977 3.763 0.417 -0.374 -0.499
N 0.087 1.540 1.339 -0.579 -1.926 -0.361
C -3.539 -1.452 -1.921 -0.321 0.126 0.305
H -5.125 -6.301 -1.378 -0.024 0.001 -0.004
H 3.134 1.242 -1.724 -0.040 -0.047 -0.002
H -5.908 -2.155 -4.208 0.005 -0.018 0.002
C 0.854 1.596 -4.436 0.047 -0.021 -0.149
C -1.158 3.392 2.245 0.121 0.319 0.388
C 1.391 -3.242 -3.270 0.030 0.101 -0.099
H 4.774 1.408 -1.227 -0.018 0.033 0.028
H -6.421 -2.495 6.264 0.015 0.011 0.005
N 3.867 0.997 -1.085 0.075 0.005 0.048
N 0.894 -1.237 -2.080 -0.879 -0.276 1.690
H -1.965 -3.776 -3.786 0.006 0.002 -0.004
H -1.659 -5.494 1.671 0.035 -0.023 0.032
H -5.540 -0.722 -2.225 -0.009 -0.001 -0.034
C 0.245 -6.409 2.115 0.003 -0.039 -0.008
C -1.548 -2.433 5.971 0.012 0.039 0.002
```
Positions in Å, forces in eV/Å.

For the HOMO energy (spin up / spin down), the calculation gives -15.150 / -15.162 eV. The value obtained for the total energy is -183101.556 eV. As for the multiplicity: 2. Its HOMO-LUMO gap (spin up / spin down) is 0.267 / 0.198 Eh. Its LUMO energy (spin up / spin down) is -0.2899 / -0.3587 hartree. The expectation value of S² is 0.780. As for the charge: +3. Its energy above the lowest of the compared OMol25 structures with the same formula, charge and spin is 144.5 kJ/mol. As for the largest force on an atom: 4.1 eV/A.

***

(2)
DFT (wB97M-V/def2-TZVPD) results for a cluster of 2 separate species, C3H12NO in total in a non-equilibrium geometry.

The geometry in XYZ format:
```
17
Properties=species:S:1:pos:R:3:forces:R:3
H 1.353 -0.311 2.616 -1.561 0.085 0.977
H 0.580 1.045 -2.208 -0.526 0.433 -0.405
H 1.898 1.125 -1.010 -1.003 -0.386 0.027
C -0.844 -1.236 -1.023 0.588 0.316 0.652
H 0.662 -0.385 0.496 0.233 -0.884 -0.591
C 0.102 -0.099 -0.393 -1.389 -1.862 -0.015
H -0.648 0.682 1.338 -0.150 -0.377 0.917
H -1.640 -1.775 -0.424 1.609 0.539 0.038
N -0.795 0.905 0.361 1.642 1.851 -0.160
C 1.056 0.504 -1.417 0.758 0.158 0.516
O 0.369 -0.225 2.761 0.519 0.168 1.011
H 0.136 -0.196 3.744 0.996 -0.127 -1.995
H -1.439 -0.721 -1.720 -0.901 1.055 -1.113
H -0.288 1.800 0.256 -0.525 -0.118 0.056
H -0.292 -1.907 -1.698 0.095 -0.047 0.865
H -1.776 1.115 0.231 -0.347 -0.570 -0.830
H 1.567 -0.321 -1.909 -0.037 -0.233 0.049
```
Positions in Å, forces in eV/Å.

For the HOMO energy, the calculation gives -16.225 eV. The value obtained for the total energy is -6836.384 eV. Its HOMO-LUMO gap is 0.476 Eh. Its LUMO energy is -0.1206 hartree. As for the charge: +1. Its energy above the lowest of the compared OMol25 structures with the same formula, charge and spin is 99.5 kJ/mol. As for the largest force on an atom: 2.5 eV/A.

***

(3)
DFT (wB97M-V/def2-TZVPD) results for a cluster of 2 separate species, C9H8NO3P in total in a non-equilibrium geometry.

The geometry in XYZ format:
```
22
Properties=species:S:1:pos:R:3:forces:R:3
C -0.786 0.905 0.068 0.511 -1.497 -0.666
C 1.178 2.251 -0.046 2.319 3.344 0.127
C -1.703 -1.476 -1.079 -3.507 0.661 -0.409
C -0.391 -1.316 -0.858 1.512 -2.090 -2.053
N 1.845 1.223 0.615 0.761 -3.325 0.501
O 1.232 -3.063 1.961 -0.003 0.252 0.659
H -0.541 2.652 1.328 0.637 -0.360 -1.239
O 2.546 -3.192 -0.204 -0.077 0.410 0.377
H -2.081 -2.356 -1.644 0.262 0.572 0.577
C -2.622 -0.492 -0.647 1.476 0.567 1.373
H 1.734 3.198 0.364 -1.226 -0.854 -1.100
C -0.257 2.257 0.292 -1.154 1.416 0.176
H 1.361 2.221 -1.150 -0.399 0.060 0.430
C 0.096 -0.205 -0.276 0.767 3.801 1.763
P 2.444 -2.658 1.205 1.302 0.096 -1.134
C -2.110 0.736 -0.002 -3.750 -3.063 -1.520
H -2.889 1.456 0.316 0.717 -0.069 -0.149
H 0.211 -2.091 -1.356 0.556 0.395 1.009
H -3.653 -0.797 -0.607 -0.526 0.451 -0.159
O 3.730 -2.157 1.828 -1.360 -0.383 -0.023
H -0.730 2.885 -0.504 -0.075 -0.063 0.898
C 1.385 0.018 0.397 1.257 -0.322 0.563
```
Positions in Å, forces in eV/Å.

For the HOMO energy, the calculation gives 0.734 eV. The value obtained for the total energy is -26382.950 eV. Its HOMO-LUMO gap is 0.184 Eh. Its LUMO energy is 0.2114 hartree. As for the charge: -2. Its energy above the lowest of the compared OMol25 structures with the same formula, charge and spin is 147.4 kJ/mol. As for the largest force on an atom: 5.1 eV/A.

***

(4)
DFT (wB97M-V/def2-TZVPD) results for a structure of composition C3H7OPS in a non-equilibrium geometry.

The geometry in XYZ format:
```
13
Properties=species:S:1:pos:R:3:forces:R:3
P 0.956 -1.711 -0.559 0.789 1.767 0.068
S -1.949 -0.396 1.044 2.329 0.257 -2.056
C -2.765 -0.566 -0.522 -1.875 -0.698 0.412
H -0.308 0.250 -1.120 0.330 -0.468 2.113
H -1.984 -0.715 -1.322 -1.131 0.193 0.061
H 1.374 1.457 0.030 2.744 1.479 -2.141
C 0.802 0.967 0.696 -2.120 -2.947 1.923
H 1.356 0.600 1.624 -0.858 0.640 -1.327
H 0.017 1.676 0.889 -0.203 0.336 0.866
H -0.169 -2.437 -0.883 -0.476 -0.773 0.435
H 1.446 -2.097 0.710 -0.658 -0.490 0.018
O -3.987 -0.630 -0.649 2.748 0.263 -0.133
C 0.073 -0.152 -0.090 -1.620 0.441 -0.238
```
Positions in Å, forces in eV/Å.

For the HOMO energy, the calculation gives -9.263 eV. The value obtained for the total energy is -25393.268 eV. Its HOMO-LUMO gap is 0.326 Eh. Its LUMO energy is -0.0147 hartree. Its energy above the lowest of the compared OMol25 structures with the same formula, charge and spin is 279.8 kJ/mol. As for the largest force on an atom: 4.1 eV/A.

***

What did the fourth record say?
DFT (wB97M-V/def2-TZVPD) results for a structure of composition C3H7OPS in a non-equilibrium geometry.

The geometry in XYZ format:
```
13
Properties=species:S:1:pos:R:3:forces:R:3
P 0.956 -1.711 -0.559 0.789 1.767 0.068
S -1.949 -0.396 1.044 2.329 0.257 -2.056
C -2.765 -0.566 -0.522 -1.875 -0.698 0.412
H -0.308 0.250 -1.120 0.330 -0.468 2.113
H -1.984 -0.715 -1.322 -1.131 0.193 0.061
H 1.374 1.457 0.030 2.744 1.479 -2.141
C 0.802 0.967 0.696 -2.120 -2.947 1.923
H 1.356 0.600 1.624 -0.858 0.640 -1.327
H 0.017 1.676 0.889 -0.203 0.336 0.866
H -0.169 -2.437 -0.883 -0.476 -0.773 0.435
H 1.446 -2.097 0.710 -0.658 -0.490 0.018
O -3.987 -0.630 -0.649 2.748 0.263 -0.133
C 0.073 -0.152 -0.090 -1.620 0.441 -0.238
```
Positions in Å, forces in eV/Å.

For the HOMO energy, the calculation gives -9.263 eV. The value obtained for the total energy is -25393.268 eV. Its HOMO-LUMO gap is 0.326 Eh. Its LUMO energy is -0.0147 hartree. Its energy above the lowest of the compared OMol25 structures with the same formula, charge and spin is 279.8 kJ/mol. As for the largest force on an atom: 4.1 eV/A.

***

Question: Which of these has the lowest largest force on an atom?
Answer: C3H12NO

***

Question: Which of these has the lowest largest force on an atom?
Answer: C3H12NO